Entry from the OMol25 dataset: a molecular structure, C22H19Cl2N3O3 (ωB97M-V with the def2-TZVPD basis set).

Cartesian coordinates (Å):
1 Cl 5.130 -7.026 0.093
2 Cl 5.555 -3.800 4.531
3 N -3.764 3.460 -0.193
4 O 3.380 -2.535 -1.717
5 O 0.715 -2.413 2.405
6 O -1.798 3.033 -1.059
7 C -2.801 2.622 -0.335
8 C 1.453 -1.218 -1.024
9 C 2.501 -2.078 -0.737
10 C 1.216 -1.983 1.148
11 C 0.674 -1.140 0.254
12 C -3.640 6.257 -2.479
13 C -2.382 6.046 -3.129
14 C 5.382 -5.079 2.095
15 C -4.113 5.579 -1.352
16 C -1.696 4.923 -2.710
17 C 3.724 -4.629 0.447
18 C 3.781 -3.381 2.522
19 C 4.744 -5.444 0.922
20 C 4.934 -4.093 2.921
21 C -3.429 4.436 -1.033
22 C -2.163 4.194 -1.613
23 C 3.231 -3.541 1.177
24 N 2.300 -2.598 0.597
25 N -0.603 -0.450 0.288
26 C -1.310 -0.145 1.548
27 C -1.301 -0.359 -1.053
28 C -1.912 1.244 1.484
29 C -2.710 0.268 -0.920
30 C -2.878 1.248 0.264
31 H 4.250 -2.787 -1.378
32 H -0.140 -1.917 2.444
33 H 1.253 -0.573 -1.942
34 H -4.155 7.155 -2.829
35 H -1.964 6.607 -3.959
36 H 6.297 -5.647 2.422
37 H -4.965 5.825 -0.793
38 H -0.669 4.728 -3.083
39 H 3.137 -4.777 -0.483
40 H 3.263 -2.687 3.187
41 H -1.993 -0.919 1.895
42 H -0.563 -0.161 2.376
43 H -0.620 0.274 -1.701
44 H -1.369 -1.318 -1.599
45 H -2.541 1.363 2.435
46 H -1.112 2.023 1.516
47 H -3.326 -0.582 -0.673
48 H -3.099 0.664 -1.879
49 H -3.903 1.331 0.701

Its energy is -2160.00123 Ha. Its energy relative to the best compared isomer or geometry (same formula, charge and spin) is 25.8 kJ/mol. The value obtained for the HOMO-LUMO gap is 7.566 eV. As for the spin multiplicity: 1. The calculation puts the lowest unoccupied orbital energy at 0.4 eV.